# 1
{"formula": "C15H26NO2S", "method": "ωB97M-V/def2-TZVPD", "spin_multiplicity": 1, "gap_ev": 7.3924, "largest_force_ev_per_a": 0.78, "charge": 1, "relative_energy_kj_mol": 0.0, "homo_energy_ha": -0.382, "species": ["C", "C", "C", "C", "C", "S", "C", "C", "C", "O", "C", "C", "C", "C", "N", "C", "C", "O", "C", "H", "H", "H", "H", "H", "H", "H", "H", "H", "H", "H", "H", "H", "H", "H", "H", "H", "H", "H", "H", "H", "H", "H", "H", "H", "H"], "coordinates": [[3.51304, 2.12813, -1.13714], [4.58839, 1.09926, -0.80454], [4.15569, 0.10561, 0.27454], [3.09964, -0.88353, -0.21885], [2.64265, -1.80415, 0.90360], [1.23986, -2.86845, 0.41634], [-0.13445, -1.78528, 0.41454], [-0.12037, -0.44554, 0.76535], [-1.28634, 0.30356, 0.71914], [-1.31573, 1.67228, 1.03282], [-0.13861, 2.27843, 1.53845], [-2.49484, -0.27396, 0.33891], [-3.78804, 0.50566, 0.30496], [-3.87290, 1.45447, -0.89141], [-3.10657, 2.69829, -0.59019], [-2.50281, -1.62406, -0.00930], [-1.34870, -2.38595, 0.01916], [-1.25277, -3.69127, -0.29886], [-2.41294, -4.40181, -0.66756], [3.22495, 2.67893, -0.24269], [3.89018, 2.84025, -1.86644], [2.62944, 1.65328, -1.55896], [4.86201, 0.55350, -1.70889], [5.47734, 1.62644, -0.45447], [3.76854, 0.65845, 1.13548], [5.02873, -0.45494, 0.61288], [2.24188, -0.34319, -0.62280], [3.51305, -1.48702, -1.02816], [2.36341, -1.25748, 1.80423], [3.42973, -2.51001, 1.16651], [0.79848, 0.01216, 1.08286], [0.20160, 1.77317, 2.44312], [-0.41283, 3.30282, 1.78659], [0.65979, 2.28390, 0.79180], [-3.91072, 1.07360, 1.22989], [-4.61329, -0.20220, 0.24309], [-4.90825, 1.71422, -1.11558], [-3.43364, 0.97738, -1.76837], [-2.81519, 3.19275, -1.43650], [-2.25870, 2.39260, -0.00053], [-3.66643, 3.33029, -0.01125], [-3.43960, -2.07343, -0.29619], [-3.15434, -4.39992, 0.13677], [-2.08306, -5.42212, -0.85118], [-2.85729, -3.99511, -1.58114]], "forces_ev_per_angstrom": [[0.2, -0.2, -0.1], [-0.1, 0.1, 0.2], [0.0, -0.1, -0.4], [0.2, 0.2, 0.3], [-0.6, -0.1, -0.4], [0.4, -0.1, 0.2], [0.0, -0.2, -0.1], [0.0, 0.1, 0.0], [-0.3, -0.1, -0.1], [-0.3, -0.5, -0.2], [0.3, 0.2, 0.2], [0.2, 0.2, 0.2], [0.2, 0.0, -0.1], [-0.5, -0.6, 0.0], [0.3, 0.1, 0.1], [0.1, -0.1, 0.0], [0.2, 0.3, 0.1], [0.1, 0.2, 0.1], [-0.3, -0.2, -0.1], [-0.1, 0.1, 0.1], [-0.1, 0.1, -0.1], [-0.1, 0.0, 0.0], [0.1, 0.0, 0.0], [0.1, 0.0, -0.1], [0.0, 0.0, 0.1], [0.0, 0.0, 0.1], [0.0, 0.0, -0.1], [-0.1, 0.0, -0.1], [0.1, 0.0, 0.1], [0.0, 0.0, 0.1], [0.2, 0.1, 0.0], [0.0, 0.0, 0.0], [0.1, 0.0, 0.0], [0.0, 0.0, 0.0], [-0.1, 0.0, 0.1], [0.0, 0.1, 0.0], [0.1, 0.1, 0.0], [0.0, 0.2, 0.0], [-0.1, 0.0, 0.2], [-0.2, 0.3, -0.2], [0.1, -0.1, -0.2], [-0.1, -0.1, 0.0], [0.0, 0.0, 0.0], [-0.1, 0.1, 0.0], [0.0, 0.0, 0.0]]}

---

# 2
{"formula": "C15H27ClFO9P", "method": "ωB97M-V/def2-TZVPD", "spin_multiplicity": 1, "gap_ev": 9.1301, "largest_force_ev_per_a": 1.96, "charge": 0, "homo_energy_ha": -0.325, "species": ["C", "C", "C", "F", "P", "C", "Cl", "C", "C", "H", "H", "H", "H", "H", "H", "H", "H", "H", "H", "H", "H", "H", "H", "H", "O", "C", "O", "C", "C", "O", "H", "H", "H", "H", "O", "C", "O", "C", "C", "O", "H", "H", "H", "H", "O", "C", "O", "C", "C", "O", "H", "H", "H", "H"], "coordinates": [[-4.33261, 1.88505, -0.67239], [-3.82889, 1.18774, 0.64889], [-3.09659, -0.13036, 0.27968], [-3.55765, -1.23870, 1.02324], [-1.16996, -0.04766, 0.51164], [0.72390, -0.14245, 0.70897], [1.24705, 0.85004, 2.15937], [1.12615, -1.65149, 0.89178], [0.47315, -2.58490, -0.17744], [-3.62410, 2.68239, -0.95277], [-4.44126, 1.17813, -1.51069], [-5.34830, 2.28079, -0.49446], [-3.24024, 1.86434, 1.28689], [-4.73437, 0.89529, 1.21802], [-3.23775, -0.42418, -0.77678], [-1.22342, 1.32225, 0.90395], [-0.99272, -0.35732, -0.88743], [-1.30264, -1.03896, 1.53781], [1.26739, 0.25274, -0.17345], [0.75560, -1.92268, 1.90076], [2.21810, -1.74551, 0.81519], [-0.59787, -2.77877, 0.01523], [1.01538, -3.54547, -0.14116], [0.54371, -2.13931, -1.18802], [3.58010, 0.10828, -1.72679], [4.41988, -0.47925, -1.12777], [4.26480, -1.72593, -0.61684], [5.54789, -2.17184, -0.17307], [6.28098, -0.87897, 0.06452], [5.65470, 0.00968, -0.86146], [5.45870, -2.77610, 0.72797], [6.00353, -2.77516, -0.96168], [6.13461, -0.49447, 1.07716], [7.34825, -0.95704, -0.13317], [6.45293, 5.15134, 2.50840], [5.64566, 4.41739, 2.04333], [5.73167, 3.86687, 0.80609], [4.70789, 2.87661, 0.70110], [3.70252, 3.33368, 1.72298], [4.51630, 4.01752, 2.67820], [4.30051, 2.84468, -0.30787], [5.13531, 1.89945, 0.94167], [2.97561, 4.03723, 1.30890], [3.16950, 2.50531, 2.18482], [-8.34499, -0.28061, -3.13537], [-7.55741, -0.93051, -2.53405], [-7.80809, -2.16074, -2.02062], [-6.56479, -2.70578, -1.57771], [-5.73240, -1.47545, -1.33952], [-6.28494, -0.54045, -2.26722], [-6.70053, -3.30203, -0.67737], [-6.15657, -3.34232, -2.36692], [-5.84611, -1.08119, -0.32738], [-4.67757, -1.64118, -1.53715]], "forces_ev_per_angstrom": [[0.1, 0.1, 0.7], [-1.1, -1.2, -1.1], [0.6, 0.5, 0.0], [0.0, 0.3, 0.1], [-0.1, 0.0, -0.1], [0.7, -0.9, -0.3], [-0.3, -0.6, -0.5], [-0.7, 0.8, -0.1], [0.3, 0.3, 0.2], [-0.5, -0.2, -0.1], [0.2, 0.2, 0.4], [0.6, 0.2, -0.2], [-0.1, -0.3, -0.3], [0.5, 0.1, -0.1], [-0.2, 0.4, 0.4], [0.1, -0.2, -0.1], [-0.1, 0.1, 0.3], [0.0, 0.1, 0.0], [-0.4, 0.1, 0.5], [0.5, -0.1, -0.4], [-0.4, 0.0, 0.3], [0.5, 0.1, 0.0], [-0.4, 0.4, -0.2], [0.2, -0.4, 0.4], [-0.1, 0.1, 0.0], [-0.1, 0.1, -0.1], [0.2, 0.2, 0.0], [0.1, -0.5, 0.1], [0.4, 0.1, 0.3], [-0.2, -0.2, 0.0], [-0.2, 0.0, -0.1], [0.0, 0.1, 0.0], [0.0, 0.0, 0.0], [-0.1, 0.2, -0.1], [0.1, 0.1, 0.0], [0.1, 0.2, 0.1], [-0.1, 0.0, 0.2], [-0.1, -0.3, -0.4], [-0.5, -0.1, 0.1], [0.2, 0.0, -0.2], [0.2, 0.1, 0.0], [0.0, 0.1, 0.0], [0.1, 0.0, 0.0], [0.2, 0.2, 0.1], [-0.1, 0.1, 0.0], [-0.2, 0.1, -0.1], [0.2, 0.1, 0.0], [0.0, -0.5, 0.1], [0.3, 0.0, 0.2], [-0.1, -0.2, 0.0], [-0.2, 0.1, -0.1], [0.0, 0.1, 0.0], [0.0, 0.0, 0.0], [0.0, 0.1, -0.1]]}

---

# 3
{"formula": "C15H27CrN4O", "method": "ωB97M-V/def2-TZVPD", "spin_multiplicity": 5, "s2": 6.020, "gap_ev": [7.3414, 8.1488], "largest_force_ev_per_a": 4.18, "charge": 1, "relative_energy_kj_mol": 21.3, "homo_energy_ha": [-0.377, -0.421], "species": ["Cr", "C", "C", "N", "C", "C", "C", "C", "C", "C", "C", "N", "C", "C", "N", "N", "H", "H", "H", "H", "H", "H", "H", "H", "H", "H", "H", "H", "H", "H", "H", "H", "H", "H", "C", "C", "C", "C", "O", "H", "H", "H", "H", "H", "H", "H", "H", "H"], "coordinates": [[0.00489, 0.05941, -0.73554], [1.26239, 0.61431, 1.94956], [2.35609, 0.08551, 1.00526], [2.09199, 0.39371, -0.40474], [2.39129, 1.78951, -0.76724], [1.13719, 2.62751, -0.77674], [1.15759, 4.00421, -0.79304], [-0.04441, 4.70901, -0.80764], [-1.23041, 3.97811, -0.79084], [-1.17971, 2.60201, -0.77554], [-2.41531, 1.73671, -0.76694], [-2.08511, 0.34921, -0.39534], [-2.33511, 0.04701, 1.01866], [-1.24541, 0.59661, 1.95456], [0.01299, -0.08549, 1.71786], [-0.01331, 1.91101, -0.79404], [1.10589, 1.68001, 1.75206], [1.62659, 0.50671, 2.98346], [2.40669, -1.00049, 1.10306], [3.32249, 0.50831, 1.31576], [2.66819, -0.23099, -0.96604], [2.82599, 1.81591, -1.77384], [3.12499, 2.22931, -0.07684], [2.10119, 4.52721, -0.80804], [-0.05711, 5.78421, -0.82594], [-2.18651, 4.47681, -0.80324], [-2.84711, 1.74571, -1.77514], [-3.16291, 2.16411, -0.08404], [-2.65341, -0.29019, -0.94724], [-2.36721, -1.03839, 1.12336], [-3.30561, 0.45591, 1.33216], [-1.60201, 0.48681, 2.99126], [-1.10481, 1.66401, 1.75426], [0.02209, -1.01179, 2.13136], [1.16429, -3.70769, -1.47024], [0.01959, -3.13249, -0.61274], [0.20759, -3.59049, 0.84996], [-1.32891, -3.67069, -1.13344], [0.03599, -1.76589, -0.68784], [1.14649, -4.79279, -1.46424], [2.12319, -3.37219, -1.08274], [1.06489, -3.35349, -2.49234], [0.22069, -4.67479, 0.89226], [-0.61061, -3.22889, 1.46956], [1.14799, -3.21419, 1.24746], [-1.33141, -4.75599, -1.14054], [-1.50171, -3.30599, -2.14234], [-2.14131, -3.32619, -0.49724]], "forces_ev_per_angstrom": [[0.0, -3.0, 0.4], [0.4, 0.0, 0.1], [0.0, 0.0, 0.8], [0.3, 0.0, -0.4], [0.2, 0.2, -0.1], [-0.1, -0.5, 0.0], [-0.3, 0.4, 0.0], [0.0, -0.8, 0.0], [0.3, 0.3, 0.0], [0.1, -0.5, 0.0], [-0.2, 0.2, -0.1], [-0.3, 0.0, -0.4], [0.0, 0.0, 0.8], [-0.3, -0.1, 0.1], [0.0, 0.2, -0.4], [-0.1, 4.2, -0.1], [0.0, 0.0, 0.2], [0.0, 0.2, -0.2], [0.0, 0.0, 0.0], [-0.1, -0.1, -0.1], [-0.2, 0.1, 0.0], [0.0, 0.0, 0.2], [-0.1, -0.1, -0.2], [0.1, 0.0, 0.1], [0.0, 0.2, 0.0], [-0.1, 0.0, 0.1], [0.0, 0.0, 0.2], [0.1, -0.1, -0.2], [0.2, 0.1, 0.0], [0.0, 0.0, 0.0], [0.1, -0.1, -0.1], [0.0, 0.2, -0.2], [0.0, 0.0, 0.2], [0.0, 0.0, -0.3], [-0.4, 0.2, 0.3], [0.0, -0.8, 0.0], [-0.1, 0.1, -0.6], [0.5, 0.2, 0.1], [0.0, -0.2, -0.2], [0.1, -0.2, 0.0], [0.2, 0.0, 0.1], [0.0, 0.0, -0.2], [0.0, -0.2, 0.2], [-0.1, 0.0, 0.1], [0.2, 0.0, 0.0], [-0.1, -0.2, 0.0], [0.0, 0.0, -0.2], [-0.1, 0.1, 0.1]]}

---

# 4
{"formula": "C15H27FN4O4S2", "method": "ωB97M-V/def2-TZVPD", "spin_multiplicity": 1, "gap_ev": 10.0220, "largest_force_ev_per_a": 1.24, "charge": 0, "homo_energy_ha": -0.348, "species": ["C", "C", "O", "N", "C", "C", "C", "C", "N", "C", "C", "C", "C", "C", "C", "C", "S", "C", "N", "N", "C", "O", "S", "O", "O", "F", "H", "H", "H", "H", "H", "H", "H", "H", "H", "H", "H", "H", "H", "H", "H", "H", "H", "H", "H", "H", "H", "H", "H", "H", "H", "H", "H"], "coordinates": [[-4.99154, -1.06795, 0.85016], [-4.37910, -2.31911, 0.29244], [-4.06173, -3.21747, 1.00735], [-4.20149, -2.33804, -1.12794], [-2.94006, -3.00271, -1.55738], [-2.12837, -2.15350, -2.56807], [-2.40244, -0.65596, -2.49658], [-1.90563, -0.11057, -1.15920], [-2.28046, 1.28988, -0.89533], [-2.07046, 1.79060, 0.49501], [-1.28598, 0.89352, 1.44011], [0.21909, 0.81584, 1.18342], [0.95091, 0.37750, 2.46517], [2.36594, -0.17844, 2.20287], [3.49493, 0.85128, 2.42368], [4.29897, 1.20788, 1.18037], [4.87373, -0.30678, 0.37064], [6.43306, 0.16161, -0.22877], [7.55563, -0.22023, 0.31037], [8.56956, 0.29641, -0.49160], [7.96705, 0.94875, -1.43703], [6.62660, 0.91416, -1.34827], [-1.79573, 2.28286, -2.09464], [-2.73234, 2.28883, -3.15857], [-0.40488, 2.14235, -2.37167], [-1.97326, 3.63971, -1.36100], [-4.48261, -0.80641, 1.77266], [-6.03272, -1.25557, 1.10095], [-4.93725, -0.25201, 0.13672], [-4.96725, -2.90073, -1.48591], [-3.17128, -3.96469, -2.00123], [-2.32622, -3.17529, -0.67967], [-1.07632, -2.30447, -2.32836], [-2.31995, -2.50268, -3.57799], [-3.47230, -0.47193, -2.54414], [-1.93342, -0.15682, -3.33793], [-0.81912, -0.20513, -1.15053], [-2.35101, -0.72894, -0.39293], [-1.58163, 2.75572, 0.50440], [-3.05652, 1.96077, 0.92776], [-1.40144, 1.35498, 2.42297], [-1.71307, -0.10117, 1.54245], [0.58450, 1.79217, 0.86802], [0.45682, 0.07463, 0.42632], [0.36382, -0.44176, 2.88097], [0.98710, 1.19683, 3.17828], [2.53874, -1.01445, 2.87320], [2.37265, -0.56373, 1.18573], [4.16976, 0.49527, 3.19774], [3.05939, 1.77258, 2.80920], [3.71312, 1.83402, 0.51211], [5.16220, 1.79793, 1.47937], [8.43198, 1.48047, -2.24571]], "forces_ev_per_angstrom": [[-0.1, 0.3, -0.2], [-0.4, 0.6, -0.2], [0.6, -0.9, 0.6], [0.3, -0.5, -0.2], [-0.1, 0.5, -0.1], [-0.3, 0.1, 0.3], [-0.3, 0.0, 0.3], [0.1, 0.0, -0.9], [0.1, 0.3, 0.4], [-0.3, -0.4, 0.4], [0.3, 0.3, 0.0], [0.1, -0.1, 0.7], [0.1, -0.6, -0.7], [-0.2, 0.6, 0.4], [-0.2, -0.1, -0.1], [0.0, 0.5, 0.3], [-0.2, -0.2, -0.3], [0.8, -0.3, 0.7], [-0.4, 0.4, -0.6], [-0.6, 0.4, -0.5], [0.6, -0.5, 0.7], [-0.1, -0.1, 0.1], [0.1, -0.4, -0.5], [0.0, 0.0, 0.0], [0.0, 0.1, 0.1], [-0.1, 0.5, 0.1], [0.0, 0.0, 0.1], [-0.2, 0.0, 0.0], [0.0, 0.1, 0.0], [-0.2, 0.4, -0.2], [0.1, -0.2, 0.0], [0.0, -0.2, 0.2], [0.2, -0.2, -0.3], [0.1, 0.0, -0.2], [-0.1, 0.0, -0.2], [0.1, 0.1, -0.1], [0.1, -0.2, 0.2], [0.0, 0.1, 0.4], [0.1, 0.1, -0.2], [-0.1, 0.0, -0.1], [-0.2, 0.1, 0.1], [-0.1, -0.1, -0.1], [0.1, 0.1, -0.3], [0.0, 0.1, -0.3], [-0.1, 0.1, 0.3], [-0.1, 0.0, 0.2], [0.0, -0.2, 0.0], [0.2, -0.2, -0.1], [0.1, -0.1, 0.0], [0.0, 0.2, 0.0], [-0.1, -0.2, -0.3], [0.2, -0.1, 0.0], [-0.1, 0.1, -0.1]]}

---

# 5
{"formula": "C15H27N3O3S", "method": "ωB97M-V/def2-TZVPD", "spin_multiplicity": 1, "gap_ev": 9.2261, "largest_force_ev_per_a": 1.71, "charge": 0, "relative_energy_kj_mol": 0.0, "homo_energy_ha": -0.322, "species": ["C", "C", "C", "C", "S", "C", "N", "N", "C", "C", "N", "C", "O", "O", "C", "C", "C", "C", "C", "C", "C", "O", "H", "H", "H", "H", "H", "H", "H", "H", "H", "H", "H", "H", "H", "H", "H", "H", "H", "H", "H", "H", "H", "H", "H", "H", "H", "H", "H"], "coordinates": [[4.79806, 3.12326, 0.54896], [3.76036, 2.08459, 0.95741], [4.04335, 0.69245, 0.38913], [3.89506, 0.65208, -1.12377], [4.17684, -1.02448, -1.81002], [2.69948, -1.79189, -1.37065], [2.37768, -3.02910, -1.58894], [1.13605, -3.19544, -1.09260], [0.75710, -2.06749, -0.59558], [-0.54651, -1.74799, 0.05159], [-1.59108, -1.86391, -0.94109], [-2.50994, -0.91805, -1.26737], [-3.37587, -1.12160, -2.08280], [-2.31132, 0.21562, -0.57756], [-3.20069, 1.34548, -0.75469], [-4.62621, 0.96267, -0.36006], [-2.64519, 2.40177, 0.20241], [-3.14454, 1.84614, -2.19712], [-0.79564, -2.68486, 1.25309], [0.33214, -2.54143, 2.27146], [-2.14372, -2.36400, 1.88998], [1.71150, -1.11126, -0.73925], [4.77094, 3.30903, -0.52154], [4.60540, 4.06427, 1.05848], [5.79747, 2.78820, 0.81678], [3.74505, 2.00939, 2.04667], [2.76901, 2.41113, 0.63492], [3.34436, -0.01627, 0.83840], [5.05487, 0.38278, 0.65922], [2.90503, 0.97856, -1.44039], [4.65128, 1.26319, -1.61291], [-0.52325, -0.70756, 0.38782], [-1.67575, -2.74950, -1.41696], [-5.01031, 0.20473, -1.03690], [-5.26683, 1.83854, -0.40904], [-4.64126, 0.56956, 0.65453], [-3.24509, 3.30489, 0.14630], [-2.66274, 2.02785, 1.22295], [-1.61830, 2.64209, -0.06113], [-2.11837, 2.08022, -2.47329], [-3.52492, 1.08434, -2.87173], [-3.74985, 2.74261, -2.29708], [-0.80385, -3.71102, 0.87305], [1.28714, -2.82670, 1.83621], [0.14695, -3.18596, 3.12676], [0.40078, -1.51386, 2.62445], [-2.94756, -2.46816, 1.16589], [-2.14988, -1.34377, 2.26813], [-2.33721, -3.04116, 2.71789]], "forces_ev_per_angstrom": [[-0.2, -0.1, 0.1], [0.2, -0.1, 0.0], [-0.2, 0.2, 0.1], [0.0, -0.6, 0.1], [0.3, 0.5, -0.1], [-0.3, -0.4, 0.0], [1.5, 0.6, -0.5], [-1.5, 0.1, 0.8], [0.1, -0.4, -0.2], [0.0, -0.1, 0.2], [0.1, 0.0, 0.1], [0.1, -0.3, 0.0], [-0.4, 0.1, -0.2], [0.2, 0.0, 0.1], [-0.4, 0.5, -0.1], [0.3, -0.1, -0.1], [0.0, -0.4, -0.2], [0.1, -0.3, 0.2], [0.0, 0.3, 0.1], [-0.1, -0.2, -0.2], [0.2, -0.2, -0.2], [0.0, 0.0, 0.0], [0.1, 0.1, -0.1], [0.1, 0.1, 0.0], [0.1, 0.0, 0.0], [-0.1, 0.0, 0.0], [-0.1, 0.0, 0.1], [0.1, 0.0, 0.0], [0.0, -0.1, 0.0], [0.1, 0.1, 0.0], [0.0, 0.0, -0.1], [0.0, -0.2, 0.0], [-0.1, 0.1, -0.1], [-0.1, 0.0, 0.0], [-0.1, 0.1, 0.0], [0.0, 0.0, 0.1], [-0.1, 0.1, 0.0], [0.0, 0.0, 0.1], [0.1, 0.1, 0.0], [0.1, 0.1, 0.0], [0.0, 0.0, -0.1], [0.0, 0.1, 0.0], [0.0, 0.0, 0.0], [0.2, 0.0, 0.0], [0.0, 0.0, 0.1], [0.0, 0.1, 0.1], [-0.1, 0.0, 0.0], [0.0, 0.1, 0.1], [-0.1, 0.0, 0.1]]}